Density functional theory data (ωB97M-V with the def2-TZVPD basis set) for a cluster of 2 separate species, C27H27N2O2 in total at a distorted geometry.

Geometry as XYZ:
```
58
Properties=species:S:1:pos:R:3:forces:R:3:nbo_charge:R:1
C -1.726 -2.513 2.690 -0.010 0.759 -0.156 -0.255
O -1.372 -1.128 2.507 -0.269 -0.872 0.066 -0.492
C -2.366 -0.213 2.412 -0.535 -0.186 -0.024 0.321
C -1.927 1.110 2.380 -0.093 0.066 -0.113 0.080
N -0.542 1.394 2.352 0.818 0.124 -0.650 -0.418
C 0.379 0.867 1.449 0.118 0.175 1.436 0.091
N 1.566 1.276 2.014 -1.111 0.308 -0.220 -0.407
C 2.856 0.841 1.560 0.926 -0.197 -0.414 -0.396
C 1.376 2.115 3.114 0.006 -0.217 -0.062 -0.097
C 0.053 2.197 3.314 0.264 -0.609 -0.287 -0.051
C -2.836 2.161 2.433 -1.134 0.036 -0.618 0.316
O -2.287 3.397 2.443 -0.120 0.512 -0.035 -0.505
C -3.121 4.560 2.294 0.063 -0.703 0.085 -0.251
C -4.225 1.897 2.382 0.635 -0.043 0.068 -0.328
C -4.641 0.565 2.330 -0.354 0.301 0.022 -0.163
C -3.746 -0.498 2.353 0.537 -0.186 0.017 -0.328
H -0.778 -3.028 2.843 -0.148 0.015 -0.018 0.202
H -2.371 -2.641 3.566 0.083 -0.005 -0.117 0.194
H -2.232 -2.894 1.794 0.044 -0.044 0.143 0.173
H 2.741 0.077 0.777 -0.114 0.309 0.321 0.214
H 3.464 1.663 1.149 -0.285 -0.126 0.115 0.202
H 3.436 0.395 2.383 -0.299 0.109 -0.200 0.211
H 2.167 2.570 3.678 0.226 -0.033 -0.068 0.227
H -0.527 2.732 4.027 -0.121 0.161 0.353 0.237
H -2.436 5.406 2.310 -0.135 -0.077 0.003 0.208
H -3.657 4.515 1.340 0.033 0.080 0.116 0.185
H -3.833 4.625 3.123 0.079 0.088 -0.118 0.187
H -4.944 2.718 2.355 0.233 -0.370 0.067 0.229
H -5.718 0.361 2.280 0.512 0.037 0.005 0.225
H -4.104 -1.534 2.312 0.168 0.553 0.105 0.226
C 0.665 -2.294 -1.538 0.018 0.671 0.060 0.062
C 1.266 -3.555 -1.800 0.535 -1.213 -0.202 -0.090
C 0.898 -4.695 -1.039 0.013 0.610 0.198 -0.128
C 1.580 -5.893 -1.155 0.241 -0.331 -0.086 -0.226
C 2.662 -6.019 -2.042 -0.543 0.703 0.063 -0.115
C 3.027 -4.909 -2.823 0.037 -0.191 0.084 -0.222
C 2.349 -3.706 -2.710 -0.034 0.251 0.233 -0.139
C 0.882 -1.162 -2.305 0.130 -0.231 -0.404 -0.367
C 0.638 0.136 -1.881 -0.375 -0.250 -0.458 0.131
C 0.905 1.254 -2.734 0.496 0.664 -0.810 -0.100
C 0.736 2.571 -2.248 -0.032 -0.263 0.273 -0.133
C 1.095 3.678 -3.004 0.065 0.169 -0.205 -0.228
C 1.635 3.527 -4.289 -0.188 -0.492 0.568 -0.116
C 1.782 2.236 -4.811 -0.162 -0.345 0.179 -0.224
C 1.415 1.118 -4.065 0.017 0.412 0.223 -0.142
H 0.028 -2.207 -0.656 0.206 0.044 0.009 0.233
H 0.105 -4.572 -0.295 0.176 -0.198 -0.281 0.222
H 1.300 -6.740 -0.529 0.029 0.236 -0.180 0.237
H 3.220 -6.951 -2.107 -0.156 0.231 -0.002 0.237
H 3.881 -4.990 -3.493 -0.208 0.066 0.120 0.236
H 2.721 -2.828 -3.247 -0.166 -0.441 0.082 0.218
H 1.311 -1.296 -3.305 -0.065 -0.051 0.609 0.212
H 0.270 0.317 -0.863 0.039 0.013 -0.029 0.254
H 0.328 2.682 -1.241 0.146 0.096 -0.241 0.235
H 0.969 4.677 -2.591 -0.003 -0.226 -0.056 0.235
H 1.951 4.393 -4.869 -0.133 -0.187 0.159 0.236
H 2.194 2.101 -5.809 -0.115 0.008 0.193 0.234
H 1.537 0.136 -4.516 0.016 0.280 0.077 0.211
```
Forces are in eV/Å.

Relative energy (zero: lowest compared OMol25 entry of this formula, charge and spin) in kJ/mol: 359.7
LUMO level in eV: -5.3
Net charge: +1

***

Density functional theory data (ωB97M-V with the def2-TZVPD basis set) for a structure of composition C15H25NO5Si2TeTi.

Geometry as XYZ:
```
50
Properties=species:S:1:pos:R:3:forces:R:3:nbo_charge:R:1
Ti 2.381 0.152 -1.316 0.570 0.465 -0.588 1.650
O 5.219 1.140 3.931 0.020 -0.055 -0.023 -0.608
C 4.559 0.964 2.791 0.006 -0.008 0.006 0.400
C 3.784 1.974 2.193 0.017 -0.127 -0.019 -0.285
C 3.126 1.654 1.031 0.022 0.188 0.136 0.136
N 3.160 0.420 0.537 0.282 0.089 -0.105 -0.551
C 4.057 -0.471 0.969 0.063 -0.078 0.180 0.116
C 4.761 -0.260 2.125 -0.050 0.097 -0.026 -0.247
C 4.364 -1.504 -0.108 -0.016 0.066 -0.026 0.755
O 5.080 -2.440 0.050 -0.048 -0.042 0.032 -0.491
O 3.781 -1.135 -1.264 -0.468 -0.001 0.136 -0.785
C 2.541 2.631 0.013 0.089 -0.266 0.265 0.756
O 2.163 3.725 0.286 0.029 0.070 -0.177 -0.496
O 2.569 2.054 -1.203 -0.500 -0.311 0.038 -0.770
H 5.075 2.019 4.300 -0.009 0.056 0.026 0.503
H 3.758 2.985 2.578 -0.012 0.005 0.000 0.260
H 5.501 -0.966 2.474 -0.003 -0.008 0.004 0.276
C -5.099 0.940 -2.418 0.013 -0.027 0.011 -1.114
Si -3.531 1.631 -1.682 -0.109 0.160 0.085 1.635
C -3.775 1.973 0.139 -0.091 0.010 0.012 -1.130
C -2.954 3.148 -2.598 -0.001 0.048 0.005 -1.125
C -2.193 0.308 -1.875 0.416 -0.262 -0.125 -1.088
Te -0.426 0.809 -0.772 -0.027 0.283 0.236 0.578
C -0.691 -0.520 0.873 -0.077 -0.046 0.040 -1.131
Si -0.483 -2.367 0.518 -0.085 -0.042 -0.020 1.639
C -0.306 -3.258 2.146 0.014 0.060 0.009 -1.114
C 1.090 -2.583 -0.490 0.081 -0.154 -0.127 -1.076
C -1.915 -3.058 -0.462 0.058 0.008 0.005 -1.126
H -5.904 1.672 -2.324 -0.005 -0.002 -0.009 0.254
H -5.417 0.034 -1.898 -0.003 0.004 0.005 0.244
H -4.993 0.700 -3.477 0.027 0.011 -0.005 0.248
H -4.660 2.603 0.260 0.018 0.007 0.027 0.258
H -2.941 2.501 0.606 0.040 -0.009 -0.047 0.245
H -3.962 1.057 0.705 -0.003 -0.013 -0.021 0.236
H -3.671 3.962 -2.475 -0.009 -0.008 -0.010 0.257
H -2.864 2.952 -3.669 -0.001 -0.005 0.001 0.246
H -1.990 3.519 -2.241 0.001 -0.032 0.029 0.243
H -1.894 0.191 -2.918 -0.039 -0.063 0.000 0.256
H -2.486 -0.668 -1.492 -0.072 -0.005 -0.055 0.253
H -1.669 -0.277 1.294 -0.007 -0.019 -0.008 0.263
H 0.048 -0.192 1.610 0.020 -0.002 -0.021 0.254
H 0.555 -2.893 2.710 -0.004 -0.001 0.003 0.243
H -0.174 -4.331 1.994 0.004 -0.002 -0.023 0.257
H -1.193 -3.121 2.767 -0.006 0.000 -0.006 0.253
H 1.995 -2.634 0.116 -0.015 0.052 0.021 0.246
H 1.210 -1.829 -1.286 -0.171 -0.078 0.049 0.153
H 1.043 -3.519 -1.054 0.051 -0.037 0.064 0.276
H -2.884 -2.811 -0.024 0.002 0.020 0.006 0.250
H -1.833 -4.148 -0.471 -0.010 0.000 0.006 0.259
H -1.912 -2.734 -1.504 -0.002 0.003 0.003 0.239
```
Forces are in eV/Å.

LUMO level (spin up / spin down) in eV: -4.1 / -4.1
Net charge: +1
<S²>: 0.75
Spin multiplicity: 2

***

Density functional theory data (ωB97M-V with the def2-TZVPD basis set) for a cluster of 2 separate species, C4H8ClFN3 in total at a distorted geometry.

Geometry as XYZ:
```
17
Properties=species:S:1:pos:R:3:forces:R:3:nbo_charge:R:1
C -0.596 -0.861 1.311 -0.461 -0.427 -0.906 0.326
C -0.551 -0.517 -0.169 0.197 0.092 -0.323 0.133
C 0.630 0.474 -0.249 -0.752 -0.602 -1.435 -0.187
C 1.858 -0.035 -1.025 0.112 0.018 0.240 -0.593
N -1.307 -1.720 1.841 -0.189 -0.192 0.074 -0.443
N 0.374 0.042 1.892 0.788 0.826 -0.516 -0.198
N 1.010 0.748 1.080 0.028 -0.128 2.176 0.154
F -1.723 0.098 -0.527 -0.134 0.121 0.201 -0.319
Cl -2.372 2.414 -2.763 -0.022 -0.183 0.192 -0.267
H -0.449 -1.404 -0.801 0.174 0.096 0.213 0.233
H 0.328 1.431 -0.700 -0.062 -0.051 0.150 0.310
H 2.695 0.642 -0.882 0.064 0.034 -0.021 0.254
H 1.618 -0.080 -2.082 -0.116 -0.003 -0.027 0.262
H 2.138 -1.025 -0.673 0.051 -0.071 -0.014 0.226
H -1.301 -1.865 2.844 0.153 0.129 0.218 0.388
H 0.560 0.122 2.894 0.124 0.137 -0.012 0.452
H -2.911 1.535 -1.991 0.046 0.203 -0.208 0.270
```
Forces are in eV/Å.

Relative energy (zero: lowest compared OMol25 entry of this formula, charge and spin) in kJ/mol: 12.8
LUMO level in eV: -6.9
Net charge: +1

***

Density functional theory data (ωB97M-V with the def2-TZVPD basis set) for a structure of composition C28H49BrNP3Pb at a distorted geometry.

Geometry as XYZ:
```
83
Properties=species:S:1:pos:R:3:forces:R:3:lowdin_charge:R:1
N 7.527 -1.165 1.698 0.276 0.061 0.317 0.066
C 6.620 -1.409 2.647 -0.863 -0.046 -0.285 -0.113
C 5.267 -1.643 2.354 0.546 0.094 -0.303 -0.015
C 4.866 -1.618 1.003 0.500 -0.367 0.075 -0.257
C 5.837 -1.389 0.007 0.157 0.090 0.707 -0.014
C 7.160 -1.152 0.424 -0.764 -0.150 -0.443 -0.121
C 3.442 -1.762 0.670 -0.233 0.579 -0.266 -0.376
Pb 2.507 -3.523 -0.471 0.893 -3.213 -0.135 1.443
P -0.226 -3.915 -0.914 -2.254 -0.750 -0.272 0.840
C 2.959 -1.325 -0.653 -0.592 4.819 1.360 -0.354
C 1.991 -0.232 -0.728 2.337 -2.474 -0.033 -0.198
C 1.444 0.067 -1.989 -0.990 0.672 -1.394 -0.049
C 0.243 0.680 -2.084 0.581 -1.165 -0.415 -0.162
C -0.491 1.153 -0.894 0.123 0.708 -0.158 -0.781
C 0.352 1.207 0.329 0.867 -0.464 0.505 -0.112
C 1.519 0.493 0.399 -1.053 0.695 0.850 0.005
Br -2.030 -0.051 -0.467 -0.180 -0.016 -0.031 0.853
H 2.741 -1.646 1.511 0.286 0.324 -0.422 0.089
H 3.569 -1.458 -1.566 -0.251 -0.069 0.369 0.108
H 4.540 -1.811 3.156 0.294 0.047 -0.310 0.116
H 5.566 -1.346 -1.052 0.281 0.045 0.402 0.101
H 6.946 -1.390 3.693 0.058 -0.032 -0.490 0.119
H 7.925 -0.916 -0.327 -0.200 -0.163 0.409 0.119
H 1.955 -0.291 -2.891 -0.325 0.074 0.314 0.149
H 2.116 0.455 1.322 -0.460 0.102 -0.397 0.140
H -0.290 0.634 -3.027 0.247 0.283 0.038 0.104
H -0.056 1.705 1.213 0.129 -0.020 -0.227 0.057
P -1.263 2.762 -1.481 -0.241 -0.442 0.459 1.008
C -0.097 -3.366 0.889 0.073 0.440 -0.402 -0.469
C -0.109 -4.663 1.715 0.105 -0.002 0.342 -0.154
H -0.957 -2.718 1.109 0.402 -0.062 0.075 0.059
H 0.788 -2.742 1.122 -0.121 -0.072 0.138 0.021
H 0.386 -4.514 2.682 -0.199 -0.054 -0.159 0.085
H -1.136 -4.997 1.913 0.266 0.099 -0.120 0.084
H 0.406 -5.485 1.196 -0.106 0.181 0.124 0.061
C 0.039 -2.559 -2.114 0.042 0.934 0.180 -0.527
C -0.550 -2.872 -3.505 0.088 0.043 -0.012 -0.119
H 1.111 -2.328 -2.254 -0.571 -0.137 0.007 -0.002
H -0.431 -1.677 -1.651 0.351 -0.309 -0.545 -0.002
H 0.035 -2.334 -4.265 -0.220 -0.220 0.141 0.080
H -0.490 -3.948 -3.732 -0.082 0.331 -0.020 0.086
H -1.595 -2.541 -3.599 0.382 -0.222 0.044 0.075
C -2.124 -3.780 -0.981 0.033 -0.122 0.090 -0.388
C -2.862 -5.107 -0.969 -0.298 -0.142 -0.008 -0.141
H -2.416 -3.193 -1.863 0.226 -0.267 0.213 0.059
H -2.442 -3.184 -0.114 0.207 -0.122 -0.138 0.054
H -3.934 -4.902 -0.856 0.167 -0.194 -0.054 0.084
H -2.721 -5.665 -1.901 0.026 0.062 0.207 0.080
H -2.554 -5.741 -0.130 -0.050 0.077 -0.182 0.068
C -2.541 3.316 -0.320 0.059 0.043 0.212 -0.340
C -3.263 4.583 -0.793 -0.139 0.172 -0.222 -0.108
H -2.077 3.464 0.669 -0.006 -0.106 -0.266 0.075
H -3.257 2.488 -0.207 0.274 0.155 -0.074 0.068
H -2.569 5.413 -0.971 -0.161 -0.129 0.035 0.078
H -3.835 4.401 -1.715 0.188 0.103 0.267 0.077
H -3.982 4.904 -0.030 0.214 -0.093 -0.151 0.093
C -2.026 2.355 -3.081 -0.294 -0.056 0.040 -0.315
C -1.197 2.698 -4.319 0.062 0.175 -0.400 -0.120
H -2.993 2.873 -3.109 0.190 -0.080 0.004 0.098
H -2.266 1.283 -3.057 -0.024 0.239 0.120 0.074
H -1.263 3.766 -4.560 0.087 -0.263 0.076 0.089
H -0.139 2.428 -4.222 -0.220 0.110 -0.011 0.070
H -1.593 2.150 -5.181 0.046 0.151 0.181 0.095
C 0.094 3.926 -1.731 0.118 0.227 -0.336 -0.305
C 0.518 4.768 -0.531 0.203 0.061 0.332 -0.102
H -0.203 4.569 -2.572 -0.009 -0.136 0.187 0.104
H 0.946 3.329 -2.093 -0.262 0.098 0.018 0.106
H 1.248 5.519 -0.864 -0.256 -0.242 0.122 0.097
H -0.323 5.295 -0.066 0.174 -0.098 -0.105 0.074
H 1.009 4.146 0.227 -0.159 0.180 -0.094 0.078
C -1.191 2.105 5.068 0.269 0.300 -0.202 -0.309
P -1.928 1.791 3.414 -0.361 -0.344 0.162 0.775
C -2.344 0.008 3.602 0.221 -0.086 -0.045 -0.325
C -3.636 2.432 3.676 0.104 0.346 -0.218 -0.304
H -0.441 1.335 5.282 -0.113 0.164 0.027 0.040
H -1.949 2.129 5.858 0.183 -0.110 -0.125 0.045
H -0.682 3.074 5.023 -0.056 -0.151 0.245 0.032
H -2.672 -0.201 4.630 0.007 -0.072 -0.322 0.053
H -3.141 -0.239 2.891 0.133 -0.075 0.177 0.021
H -1.462 -0.598 3.362 -0.189 -0.023 0.140 0.018
H -3.890 2.434 4.743 -0.086 -0.022 -0.306 0.045
H -3.686 3.454 3.282 -0.213 -0.122 0.225 0.025
H -4.346 1.806 3.118 0.121 0.221 0.159 0.037
```
Forces are in eV/Å.

Relative energy (zero: lowest compared OMol25 entry of this formula, charge and spin) in kJ/mol: 14.6
LUMO level (spin up / spin down) in eV: -7.7 / -7.5
Net charge: +2